The following is a quantum chemistry calculation of C37H42ClHgN4O3Sb2 as an isolated structure, from the Open Molecules 2025 dataset.

Last column: Löwdin charge in e.
CARTESIAN COORDINATES (ANGSTROEM)
Hg1 -0.00354 1.89903 0.87298  1.28
O1 -3.23363 4.69228 3.72890  0.02
C1 -3.32477 3.74298 4.67032  -0.29
C2 -4.29779 3.89493 5.66401  -0.05
C3 -4.45109 2.94717 6.65981  -0.14
C4 -3.63239 1.82469 6.68516  -0.13
C5 -2.66424 1.66927 5.70448  -0.06
C6 -2.48150 2.60175 4.68629  -0.07
C7 -1.41070 2.40921 3.64329  -0.51
O2 -1.26243 3.32010 2.73538  -0.17
N1 -0.72592 1.30909 3.74856  -0.02
N2 0.26404 1.12826 2.78901  -0.23
C8 1.06638 0.06695 3.07686  -0.16
C9 2.18317 -0.46147 2.39487  -0.20
C10 2.90027 -1.50620 3.04519  -0.13
C11 4.02045 -2.11357 2.50729  -0.18
C12 4.50152 -1.68699 1.26939  -0.17
C13 3.82729 -0.66493 0.59590  -0.10
C14 2.66584 -0.04443 1.08791  -0.42
O3 2.05350 0.84574 0.36316  -0.26
H1 -2.48074 4.34661 3.10495  0.09
H2 -4.92726 4.77616 5.62385  0.10
H3 -5.21456 3.08524 7.41827  0.08
H4 -3.74363 1.07945 7.46408  0.08
H5 -2.00738 0.80851 5.70485  0.10
H6 0.84681 -0.37488 4.04709  0.09
H7 2.53186 -1.83549 4.01344  0.09
H8 4.52062 -2.90532 3.05610  0.07
H9 5.38905 -2.13410 0.83280  0.07
H10 4.16515 -0.33029 -0.38083  0.10
C15 1.79733 -5.33098 -0.72861  -0.35
Sb1 0.38844 -3.69134 -0.66064  1.32
C16 0.68734 -3.24003 1.40841  -0.33
C17 1.81979 -2.21343 -1.32419  -0.35
C18 2.35206 -2.42289 -2.70349  -0.28
C19 3.64471 -2.92710 -2.85432  -0.06
C20 4.21121 -3.13868 -4.10243  -0.11
C21 3.47997 -2.83732 -5.24102  -0.12
C22 2.19461 -2.33327 -5.11012  -0.07
C23 1.60544 -2.12350 -3.86255  -0.29
C24 0.23647 -1.53601 -3.78613  -0.35
Sb2 0.25857 0.54659 -3.09774  1.41
C25 1.22240 1.26550 -4.88995  -0.33
C26 -1.72461 0.91629 -3.85864  -0.32
H11 1.27987 -6.28554 -0.81951  -0.03
H12 2.40724 -5.32919 0.17552  0.00
H13 2.44837 -5.20061 -1.59461  -0.02
H14 1.75411 -3.14466 1.61710  -0.01
H15 0.25705 -4.03223 2.02336  0.00
H16 0.21418 -2.29130 1.66383  -0.02
H17 2.62774 -2.26105 -0.59389  0.04
H18 1.35926 -1.23101 -1.19040  0.01
H19 4.21828 -3.13511 -1.95755  0.11
H20 5.21982 -3.52677 -4.18118  0.09
H21 3.90547 -2.98846 -6.22631  0.09
H22 1.62160 -2.08889 -5.99853  0.10
H23 -0.40185 -2.07315 -3.07982  0.01
H24 -0.25243 -1.55874 -4.76269  0.05
H25 0.73977 0.84017 -5.77193  -0.01
H26 2.27666 0.98830 -4.88515  0.00
H27 1.13544 2.35210 -4.91580  -0.01
H28 -1.74178 0.75891 -4.93908  0.00
H29 -2.00128 1.94299 -3.62104  -0.02
H30 -2.44356 0.23745 -3.39591  -0.02
C27 -2.96947 2.96000 -0.28550  -0.06
C28 -1.80866 3.40175 -1.11696  -0.41
C29 -1.78346 4.18867 -2.24887  -0.12
C30 -0.42407 4.28452 -2.65159  -0.11
C31 0.32105 3.56654 -1.73675  -0.46
C32 1.80659 3.39515 -1.65546  -0.09
N3 -0.53051 3.02181 -0.80923  -0.11
H31 -3.84249 3.58051 -0.49453  0.07
H32 -2.73878 3.05020 0.77938  0.05
H33 -3.24387 1.91808 -0.48081  0.05
H34 -2.64557 4.63538 -2.72351  0.08
H35 -0.02373 4.84374 -3.48589  0.08
H36 2.22346 3.10938 -2.62621  0.05
H37 2.08380 2.61014 -0.94852  0.03
H38 2.29828 4.32386 -1.35077  0.07
Cl1 -3.73570 -2.74695 -1.81181  0.62
C33 -3.12640 -2.04823 -0.34222  -0.68
C34 -3.48472 -2.57253 0.88600  -0.11
C35 -2.97556 -1.96443 2.02144  -0.05
C36 -2.13367 -0.86822 1.88727  -0.13
N4 -1.79103 -0.38026 0.69543  0.07
C37 -2.27489 -0.95729 -0.39672  -0.20
H39 -4.14346 -3.42901 0.94251  0.10
H40 -3.22658 -2.33382 3.00671  0.10
H41 -1.71936 -0.35282 2.75017  0.08
H42 -1.98322 -0.53298 -1.35195  0.06

2S+1   2
ΔE to the lowest compared entry with this formula, charge and spin   0.0 kcal per mole
Total charge   -2
Frontier orbital gap (alpha / beta)   0.1176 / 0.2012 hartree